No. 1
Entry from OMol25: 2 unconnected molecules or ions with the total composition C4H7OP at a distorted geometry (ωB97M-V with the def2-TZVPD basis set).

**Gap between HOMO and LUMO (alpha / beta)**: 7.46 / 7.46 eV
**ΔE to the lowest compared entry with this formula, charge and spin**: 525.8 kJ/mol
**E_LUMO (alpha / beta)**: -1.7 / -1.7 eV
**Highest occupied orbital energy (alpha / beta)**: -9.1596 / -9.1590 eV
**Energy**: -572.994966 Eh
**Strongest force on any atom**: 5.95 eV/Å

Each line ends with the Löwdin charge.
Positions of all 13 atoms, in Å:
1 C -0.542254 -1.276285 1.033862  -0.15
2 C -2.966820 2.322289 -0.931249  -0.20
3 P 0.302715 0.407764 0.965772  0.86
4 H -0.041507 -1.960445 1.619161  0.03
5 H -3.927106 2.739274 -1.138121  -0.02
6 H 2.517036 0.442696 -0.007235  0.01
7 H 1.524964 1.617398 -0.707030  -0.01
8 O 0.727347 0.880495 2.264873  -0.32
9 H 1.408327 -0.030529 -1.327890  0.11
10 C 1.598016 0.668195 -0.391075  -0.15
11 H -0.559543 -1.782929 0.138358  0.02
12 H -1.501545 -1.167194 1.285988  0.00
13 C -2.128748 1.722371 -0.340215  -0.18

Cartesian forces (eV/Å) of the 3 atoms listed first:
2.836 2.389 -1.177
-2.438 1.122 -0.666
-1.148 -1.343 -2.492



No. 2
Entry from OMol25: C18H21ClN4O3S in the gas phase at a distorted geometry (ωB97M-V with the def2-TZVPD basis set).

**Gap between HOMO and LUMO**: 8.37 eV
**ΔE to the lowest compared entry with this formula, charge and spin**: 447.8 kJ/mol
**E_LUMO**: 0.3 eV
**Highest occupied orbital energy**: -8.0381 eV
**Energy**: -2001.485182 Eh
**Strongest force on any atom**: 4.79 eV/Å
**SMILES**: O=c1scc(O)n1CCCCN1CCN(c2noc3ccc(Cl)cc23)CC1

Each line ends with the Löwdin charge.
Positions of all 48 atoms, in Å:
1 O 2.040803 -3.539453 3.299383  0.03
2 H 0.416242 0.734017 -2.098048  0.09
3 H 1.206096 2.107338 -1.380369  0.14
4 C -0.354314 -0.322508 0.332460  -0.21
5 H -2.969318 3.289426 -3.092116  0.09
6 H 4.255410 -3.174114 2.175144  0.12
7 H 4.691788 -0.311973 1.482889  0.10
8 C 2.054837 -1.824639 5.132422  -0.37
9 C -3.523812 2.433223 -3.430603  -0.03
10 H -5.892836 -0.354498 -4.866008  0.13
11 H -0.217479 -0.518824 1.426166  0.13
12 C -3.578011 1.214994 -2.827576  -0.09
13 O 4.856545 0.094712 3.968129  0.02
14 C -1.073813 2.098335 -1.098776  -0.09
15 C 2.562247 -2.380722 3.997400  -0.40
16 H -1.139032 2.740327 -2.021979  0.13
17 H -2.543079 -0.483602 0.576610  0.11
18 H -0.211948 -1.153640 -0.381208  0.13
19 H 4.565400 -1.639463 0.350088  0.10
20 C 0.359421 1.340962 -1.233127  -0.17
21 C 4.460839 -2.131489 2.410270  -0.11
22 N -2.003611 1.014056 -0.882128  -0.06
23 N 0.678811 0.625999 0.001399  -0.20
24 C -2.874182 0.479300 -1.802945  -0.25
25 C -5.349101 1.792364 -4.942877  -0.08
26 H 5.514321 -2.040776 2.707560  0.13
27 C 4.029849 -0.674128 4.385050  -0.74
28 C -4.525660 0.297451 -3.348629  -0.23
29 C -4.453206 2.790087 -4.496682  -0.59
30 C 2.541801 -0.946959 1.107247  -0.15
31 N -3.324775 -0.751053 -1.773149  0.13
32 C 4.128466 -1.217339 1.236667  -0.13
33 H -1.641465 0.930417 1.264545  0.14
34 H 1.279864 -3.854114 3.857907  0.13
35 Cl -4.551325 4.416966 -5.210211  0.61
36 H -0.863966 2.675930 -0.257779  0.09
37 H -6.044405 1.967115 -5.692543  0.08
38 C 2.161652 0.207836 0.124270  -0.13
39 S 3.015404 -0.510957 5.814009  1.04
40 H 1.133022 -2.029571 5.697670  0.07
41 H 1.920916 -1.886601 1.071035  0.12
42 H 2.697375 1.190341 0.379383  0.15
43 H 2.168505 -0.550957 2.026021  0.08
44 O -4.415921 -0.919577 -2.678237  0.00
45 C -5.312536 0.458581 -4.418358  0.01
46 H 2.259653 -0.198381 -0.835724  0.08
47 N 3.641982 -1.737322 3.578959  -0.05
48 C -1.777454 0.252883 0.366391  -0.12

Cartesian forces (eV/Å) of the 3 atoms listed first:
0.362 2.179 1.841
-0.354 -1.056 -1.234
-1.273 -0.758 0.199



No. 3
Entry from OMol25: C7H9NO in the gas phase at a distorted geometry (ωB97M-V with the def2-TZVPD basis set).

**Gap between HOMO and LUMO**: 9.81 eV
**ΔE to the lowest compared entry with this formula, charge and spin**: 508.1 kJ/mol
**E_LUMO**: 1.1 eV
**Highest occupied orbital energy**: -8.6946 eV
**Energy**: -401.947477 Eh
**Strongest force on any atom**: 2.49 eV/Å
**SMILES**: CN1[C@@H]2[C@@H]3O[C@@H]3C=C[C@H]21

Each line ends with the Löwdin charge.
Positions of all 18 atoms, in Å:
1 C 0.328423 0.733756 -0.327344  -0.26
2 H 0.097277 0.167099 1.764463  0.14
3 H 3.363549 -0.528883 0.413420  0.08
4 H -0.634699 -2.268359 0.957050  0.14
5 C -1.928207 0.955907 0.014007  -0.04
6 H -2.875100 -0.986193 0.254715  0.12
7 C -0.853768 1.721279 -0.185923  0.00
8 C -0.637615 -1.315229 0.462555  -0.18
9 C 0.356883 -0.249521 0.805882  -0.19
10 C -1.904688 -0.608749 0.076155  -0.19
11 N 1.530613 0.452571 0.325713  -0.07
12 H 3.015708 0.309550 -1.094132  0.07
13 H 0.215819 0.286482 -1.358390  0.16
14 H -2.916401 1.372507 0.092497  0.09
15 O -1.141108 -1.353689 -0.864500  -0.02
16 C 2.595954 -0.299079 -0.332855  -0.06
17 H -0.764081 2.832820 -0.198971  0.11
18 H 2.151448 -1.222266 -0.804343  0.10

Cartesian forces (eV/Å) of the 3 atoms listed first:
-1.488 0.697 -1.867
-0.272 0.086 0.305
-0.231 -0.192 -0.233